Record 1
Entry from the OMol25 dataset: 11 unconnected molecules or ions with the total composition CH24O11 at a distorted geometry (ωB97M-V/def2-TZVPD).

## Properties
* 2S+1: 1
* relative energy (zero: lowest compared OMol25 entry of this formula, charge and spin): 246.5 kJ/mol
* SMILES: CO.O.O.O.O.O.O.O.O.O.O
* Kohn-Sham gap: 0.381 hartree

Cartesian coordinates (Å):
C -1.21 -1.86 1.47
O -0.52 -1.95 0.21
H -0.45 -1.28 2.08
H -2.15 -1.35 1.40
H -1.23 -2.85 1.93
H 0.16 -2.62 0.31
O -0.64 -0.57 -2.12
H -0.20 -1.16 -1.61
H -0.47 -1.09 -3.07
O 2.01 -2.31 -0.89
H 2.55 -1.52 -0.81
H 1.76 -2.55 -1.72
O 2.32 1.91 -1.96
H 1.53 1.39 -1.97
H 2.18 2.58 -2.63
O 3.84 -0.61 -0.92
H 3.89 -0.46 -1.86
H 4.03 0.31 -0.51
O 2.14 0.55 3.35
H 1.78 0.06 2.62
H 2.88 0.90 2.85
O -0.58 2.34 1.81
H -1.29 2.92 2.00
H -0.08 2.29 2.61
O -2.91 0.21 -0.55
H -2.08 -0.13 -0.86
H -2.64 0.42 0.39
O -1.76 3.67 0.07
H -1.25 4.50 -0.20
H -2.35 3.45 -0.62
O 1.19 -4.51 0.25
H 1.73 -4.40 -0.57
H 0.93 -3.60 0.40
O -4.32 2.64 -0.33
H -3.76 2.48 0.43
H -4.24 1.84 -0.77

These are the Mulliken partial charges, in e, on atoms 1 to 6: -0.516, -0.377, 0.155, 0.213, 0.300, 0.143

=====

Record 2
Entry from the OMol25 dataset: a molecular structure, C20H24N4O3V (ωB97M-V/def2-TZVPD).

## Properties
* 2S+1: 1
* relative energy (zero: lowest compared OMol25 entry of this formula, charge and spin): 0.0 kJ/mol
* total charge: +3
* Kohn-Sham gap (spin up / spin down): 0.214 / 0.214 hartree

Cartesian coordinates (Å):
V -0.20 -0.84 0.99
N -0.06 -1.43 2.97
N -0.66 -2.69 2.67
C -1.80 -2.66 1.84
O -2.52 -3.56 1.64
O -1.85 -1.41 1.21
H 0.88 -1.60 3.35
H -0.58 -0.89 3.67
H -0.59 -3.43 3.36
N -0.31 0.75 0.86
C -0.39 2.13 0.71
C 0.71 2.89 1.20
C 2.02 2.36 1.22
C 3.07 3.13 1.65
C 2.83 4.44 2.11
C 1.54 4.96 2.14
C 0.48 4.20 1.69
C -1.56 2.64 0.10
C -2.77 1.90 0.13
C -3.91 2.44 -0.41
C -3.87 3.71 -1.00
C -2.68 4.44 -1.08
C -1.53 3.92 -0.53
H 2.21 1.37 0.82
H 4.08 2.75 1.63
H 3.66 5.04 2.46
H 1.37 5.96 2.53
H -0.53 4.58 1.77
H -2.81 0.94 0.62
H -4.85 1.90 -0.36
H -4.77 4.12 -1.43
H -2.66 5.39 -1.58
H -0.59 4.44 -0.65
O 0.79 -1.68 -0.27
C 1.28 -1.85 -1.49
C 0.42 -1.62 -2.65
C -0.35 -2.99 -2.68
C 0.49 -4.28 -2.56
C 1.12 -4.61 -1.18
C 2.43 -3.87 -0.88
N 2.36 -2.56 -1.61
H 1.01 -1.51 -3.56
H -0.26 -0.78 -2.55
H -0.89 -3.01 -3.63
H -1.11 -2.99 -1.89
H 1.26 -4.30 -3.35
H -0.18 -5.10 -2.81
H 1.32 -5.68 -1.13
H 0.38 -4.41 -0.40
H 3.30 -4.39 -1.29
H 2.61 -3.71 0.18
H 2.72 -2.60 -2.55

These are the Mulliken partial charges, in e, on atoms 1 to 6: 2.103, -0.503, -0.028, 0.540, -0.369, -0.335

=====

Record 3
Entry from the OMol25 dataset: 4 unconnected molecules or ions with the total composition C12H36NO16P4 at a distorted geometry (ωB97M-V/def2-TZVPD).

## Properties
* 2S+1: 1
* total charge: +1
* Kohn-Sham gap: 0.235 hartree

Cartesian coordinates (Å):
O -2.43 -0.33 5.05
P -3.33 -0.73 3.87
N -4.18 -2.29 4.07
O -4.27 -3.04 2.92
C -5.57 -2.20 4.65
C -6.55 -1.16 3.90
C -7.93 -1.81 3.38
O -9.02 -1.44 3.89
O -8.01 -2.77 2.33
H -2.47 -0.79 2.70
H -4.22 0.37 3.63
H -3.62 -2.86 4.75
H -3.49 -2.91 2.33
H -5.47 -1.85 5.74
H -6.00 -3.26 4.66
H -6.86 -0.36 4.67
H -6.07 -0.66 2.99
H -7.16 -3.27 2.28
C 4.06 -1.01 5.97
O 3.04 -1.92 6.35
P 2.25 -2.83 5.12
O 3.50 -2.92 4.25
O 1.37 -1.49 4.73
C 0.52 -0.94 5.73
O 1.37 -3.79 4.00
C 0.88 -3.19 2.81
H 4.21 -0.31 6.80
H 5.00 -1.54 5.80
H 3.77 -0.44 5.08
H 0.98 -0.04 6.15
H 0.31 -1.65 6.53
H -0.42 -0.65 5.25
H 1.61 -2.51 2.37
H -0.05 -2.66 3.03
H 0.65 -3.98 2.10
C 3.87 -1.91 -1.49
O 3.19 -0.72 -1.11
P 1.48 -0.76 -0.99
O 1.48 -2.22 -0.53
O 1.40 -0.69 -2.64
C 1.92 0.47 -3.27
O -0.24 -0.75 -0.87
C -1.01 -1.35 -1.90
H 4.87 -1.63 -1.83
H 3.97 -2.58 -0.64
H 3.36 -2.41 -2.31
H 2.90 0.24 -3.70
H 2.02 1.31 -2.57
H 1.25 0.76 -4.08
H -0.57 -2.30 -2.23
H -1.10 -0.67 -2.75
H -2.01 -1.54 -1.51
C 3.54 6.49 -5.63
O 2.15 6.19 -5.64
P 1.65 4.56 -5.87
O 2.88 4.03 -5.12
O 2.00 4.72 -7.47
C 1.24 5.66 -8.22
O 1.14 2.93 -6.10
C 1.75 2.15 -7.11
H 3.65 7.56 -5.81
H 3.96 6.26 -4.66
H 4.07 5.94 -6.42
H 1.84 6.56 -8.39
H 0.32 5.94 -7.71
H 0.99 5.22 -9.19
H 2.83 2.30 -7.14
H 1.31 2.39 -8.08
H 1.54 1.10 -6.90

These are the Mulliken partial charges, in e, on atoms 1 to 6: -0.599, 0.403, 0.085, -0.330, -0.631, -0.420

=====

Record 4
Entry from the OMol25 dataset: a gas-phase ion, C7H5ClNO4S (charge -1) at a distorted geometry (ωB97M-V/def2-TZVPD).

## Properties
* 2S+1: 1
* relative energy (zero: lowest compared OMol25 entry of this formula, charge and spin): 0.0 kJ/mol
* total charge: -1
* Kohn-Sham gap: 0.286 hartree

Cartesian coordinates (Å):
C 0.82 0.28 1.79
C -0.52 -0.10 2.03
C 1.04 0.60 0.49
C -0.33 0.57 -0.13
C -1.26 0.21 0.95
C 2.43 0.80 -0.22
C -0.62 -0.32 -1.39
N 0.22 -1.52 -1.29
O 2.55 -0.21 -0.96
O 3.20 1.69 0.11
O -3.79 0.40 0.18
O -2.01 -0.67 -1.31
S -2.71 -0.61 0.21
Cl -0.64 2.21 -0.71
H 1.53 0.31 2.51
H -0.83 -0.44 2.91
H -0.70 0.05 -2.42
H 0.97 -1.50 -0.58
H 0.65 -1.75 -2.17

These are the Mulliken partial charges, in e, on atoms 1 to 6: -0.552, -0.726, -0.828, 1.382, -0.190, 0.427

=====

Record 5
Entry from the OMol25 dataset: 2 unconnected molecules or ions with the total composition C6H13NO at a distorted geometry (ωB97M-V/def2-TZVPD).

## Properties
* 2S+1: 1
* relative energy (zero: lowest compared OMol25 entry of this formula, charge and spin): 639.8 kJ/mol
* Kohn-Sham gap: 0.213 hartree

Cartesian coordinates (Å):
C 0.69 -1.51 0.11
N 1.66 -0.92 -0.69
C 2.75 -0.35 -0.06
O 3.60 0.34 -0.56
C 0.10 -0.60 1.11
C -0.03 0.88 0.56
C -0.73 1.02 -0.80
C -2.18 0.55 -0.76
H 0.13 -2.10 -0.60
H -1.93 -0.97 1.87
H 1.65 -0.79 -1.70
H 2.80 -0.61 1.00
H 0.69 -0.43 2.01
H -1.04 -0.95 1.61
H -0.67 1.33 1.32
H 0.95 1.35 0.53
H -0.65 2.06 -1.10
H -0.17 0.41 -1.51
H -2.78 1.07 -0.02
H -2.64 0.75 -1.73
H -2.23 -0.53 -0.59

These are the Mulliken partial charges, in e, on atoms 1 to 6: -0.670, -0.057, 0.024, -0.527, 0.178, -0.857

=====

Record 6
Entry from the OMol25 dataset: 8 unconnected molecules or ions with the total composition C24H46FNO15S3 at a distorted geometry (ωB97M-V/def2-TZVPD).

## Properties
* 2S+1: 1
* relative energy (zero: lowest compared OMol25 entry of this formula, charge and spin): 403.5 kJ/mol
* Kohn-Sham gap: 0.270 hartree

Cartesian coordinates (Å):
N -13.05 -5.73 33.77
H -13.53 -5.19 33.12
H -12.61 -6.42 33.13
H -13.63 -6.25 34.21
H -12.36 -5.21 34.20
F -12.64 -5.98 30.93
C -14.36 -9.54 29.85
C -12.92 -9.86 29.62
C -12.22 -9.53 30.98
O -11.83 -10.87 31.36
C -11.91 -11.70 30.35
O -11.49 -12.84 30.23
O -12.60 -11.13 29.34
H -15.10 -9.52 29.04
H -14.31 -8.58 30.09
H -14.79 -9.95 30.84
H -12.42 -9.14 28.93
H -12.91 -9.02 31.80
H -11.42 -8.75 30.84
C -6.25 -1.33 34.27
C -7.80 -1.38 34.52
C -8.64 -1.15 33.20
O -9.64 -2.15 33.37
C -9.32 -2.87 34.43
O -9.97 -3.78 34.69
O -8.21 -2.49 35.02
H -5.97 -2.20 33.51
H -5.86 -1.63 35.12
H -5.76 -0.61 33.68
H -7.82 -0.54 35.12
H -7.99 -1.42 32.36
H -8.88 -0.13 33.17
C -17.28 -11.25 35.87
C -16.24 -11.52 34.67
C -16.76 -10.95 33.28
O -15.95 -9.75 33.31
C -15.07 -9.69 34.23
O -14.15 -8.78 34.34
O -15.10 -10.81 34.94
H -18.19 -11.16 35.55
H -17.05 -10.20 36.36
H -16.96 -11.88 36.88
H -16.23 -12.68 34.43
H -17.81 -10.68 33.42
H -16.44 -11.54 32.43
C -18.70 -5.59 31.82
C -18.93 -4.46 32.80
C -18.29 -3.18 32.31
S -16.79 -3.66 31.63
O -15.95 -3.47 32.79
O -16.42 -2.95 30.45
C -17.19 -5.38 31.37
H -19.38 -5.62 30.93
H -18.83 -6.60 31.99
H -18.61 -4.83 33.58
H -20.14 -4.14 33.08
H -18.29 -2.22 32.95
H -18.77 -2.84 31.48
H -16.48 -5.75 32.00
H -17.00 -5.66 30.38
C -17.66 -6.20 38.35
C -16.53 -7.08 38.75
C -15.70 -7.44 37.43
S -15.93 -6.04 36.32
O -16.41 -6.40 35.05
O -14.71 -5.30 36.23
C -17.19 -5.21 37.29
H -18.04 -5.57 39.44
H -18.43 -6.98 37.93
H -16.52 -7.93 39.45
H -15.73 -6.48 39.28
H -16.36 -8.35 37.06
H -14.69 -7.82 37.35
H -17.90 -4.92 36.53
H -16.74 -4.22 37.69
C -8.16 -8.92 36.11
C -9.00 -10.21 36.30
C -10.39 -9.85 35.74
S -10.62 -8.13 36.02
O -11.60 -8.01 36.97
O -10.69 -7.35 34.78
C -9.08 -7.85 36.75
H -8.04 -8.83 35.13
H -7.16 -8.98 36.45
H -9.16 -10.44 37.35
H -8.43 -11.21 35.87
H -11.08 -10.39 36.39
H -10.41 -9.76 34.67
H -8.95 -7.80 37.68
H -8.86 -6.91 36.58

These are the Mulliken partial charges, in e, on atoms 1 to 6: 0.146, 0.287, 0.221, -0.083, 0.335, -0.887

=====

Record 7
Entry from the OMol25 dataset: a molecular structure, C9H9AlBNO6P at a distorted geometry (ωB97M-V/def2-TZVPD).

## Properties
* 2S+1: 1
* total charge: +3
* Kohn-Sham gap: 0.134 hartree

Cartesian coordinates (Å):
C -2.04 -2.17 -0.96
B -0.85 -1.09 -1.40
O -0.47 -1.08 -2.80
C -0.18 -0.14 -0.26
C 0.62 -0.75 0.96
P 0.91 -2.59 1.28
O -0.12 -3.11 2.31
O 2.44 -2.70 2.06
O 1.03 -3.55 -0.11
C 1.20 0.25 2.05
C 1.02 1.80 1.94
C 0.25 2.35 0.69
C -0.34 1.42 -0.40
C -1.05 2.34 -1.52
O -1.65 1.98 -2.55
N -0.74 3.69 -1.02
C -0.12 3.86 0.30
O 0.09 4.90 0.93
H -2.89 -1.55 -0.50
H -1.64 -2.89 -0.16
H -2.48 -2.70 -1.88
H -1.30 -0.88 -3.32
H 3.02 -2.03 1.61
H 1.58 -3.09 -0.80
H 1.77 -0.13 2.98
H 1.45 2.48 2.75
H -1.56 4.29 -1.26
Al 2.03 1.08 -0.93

These are the Mulliken partial charges, in e, on atoms 1 to 6: -0.620, 0.169, -0.406, 0.603, 0.206, 0.998

=====

Record 8
Entry from the OMol25 dataset: 4 unconnected molecules or ions with the total composition C16H34BNO9P at a distorted geometry (ωB97M-V/def2-TZVPD).

## Properties
* 2S+1: 1
* total charge: -1
* Kohn-Sham gap: 0.195 hartree

Cartesian coordinates (Å):
C 2.53 4.59 0.63
C 2.02 3.19 1.28
O 2.69 2.76 2.25
O 0.90 2.47 0.75
C -0.21 2.47 1.66
O -0.16 2.71 2.89
C -1.67 2.19 1.01
B -2.04 3.54 0.13
P -3.42 4.64 0.89
N -3.49 4.64 2.51
H 1.80 5.44 0.80
H 2.74 4.42 -0.48
H 3.55 4.85 1.10
H -2.40 1.95 1.84
H -1.55 1.26 0.35
H -1.01 4.12 -0.09
H -2.44 3.16 -0.93
H -4.67 4.22 0.27
H -3.10 6.01 0.51
H -2.76 4.00 2.85
O 0.52 1.77 -3.52
C 1.02 0.75 -3.11
O 0.34 -0.42 -3.19
C 0.91 -1.70 -2.90
C 0.86 -1.99 -1.41
C 2.35 0.77 -2.42
H 1.92 -1.78 -3.30
H 0.30 -2.43 -3.43
H 1.44 -1.27 -0.84
H 1.24 -2.99 -1.20
H -0.17 -1.93 -1.05
H 2.22 1.06 -1.38
H 2.99 1.51 -2.92
H 2.89 -0.18 -2.47
O -4.12 2.02 -0.58
C -4.69 0.97 -0.48
O -4.97 0.46 0.74
C -5.79 -0.68 0.98
C -4.99 -1.96 0.84
C -5.03 0.15 -1.70
H -6.68 -0.67 0.33
H -6.15 -0.59 2.00
H -4.60 -2.09 -0.17
H -5.62 -2.83 1.07
H -4.14 -1.95 1.52
H -4.15 -0.41 -2.01
H -5.31 0.84 -2.50
H -5.87 -0.52 -1.56
O 3.87 -1.64 -0.12
C 4.38 -2.66 0.29
O 3.71 -3.83 0.21
C 4.28 -5.11 0.50
C 4.22 -5.41 1.98
C 5.72 -2.63 0.97
H 5.29 -5.19 0.09
H 3.67 -5.84 -0.04
H 4.81 -4.69 2.56
H 4.61 -6.41 2.19
H 3.19 -5.34 2.35
H 5.58 -2.34 2.02
H 6.34 -1.90 0.47
H 6.26 -3.58 0.93

These are the Mulliken partial charges, in e, on atoms 1 to 6: -0.838, 0.684, -0.569, -0.136, 0.035, -0.592